Arrangement 1

Molecular formula: C4H9NOS
Method: DFT, ωB97M-V/def2-TZVPD

The geometry in XYZ format:
```
16
Properties=species:S:1:pos:R:3
S 0.8793 -1.9881 0.3285
O 0.9886 2.5270 -1.0728
N -1.4217 0.1575 0.0614
C -1.8625 -0.1258 1.4514
C -0.0372 0.5874 -0.0381
C 0.8460 -0.4652 -0.7038
C 0.0152 1.8304 -0.9549
H -1.5854 -0.6676 -0.5041
H -1.1569 -0.8014 1.9335
H -0.9478 1.9390 -1.4864
H 0.4683 -0.7243 -1.6859
H 1.4324 -2.7463 -0.6279
H 1.8818 -0.1276 -0.7773
H -1.7990 0.8214 1.9982
H 0.3407 0.8342 0.9636
H -2.8694 -0.5217 1.4050
```

Summary:
* SMILES: CN[C@H](C=O)CS
* highest occupied orbital energy: -0.3380 Ha
* net charge: 0
* multiplicity: 1
* LUMO level: 0.733 eV


Arrangement 2

Molecular formula: C4H9NOS
Method: DFT, ωB97M-V/def2-TZVPD

The geometry in XYZ format:
```
16
Properties=species:S:1:pos:R:3
S -0.5324 1.9381 -1.6211
O -0.2873 -1.9203 0.6264
N -1.6202 -1.5780 2.4265
C 1.6274 0.3506 -0.9208
C 0.1471 0.3280 -1.3971
C -0.4758 -2.0113 1.7900
C 1.6136 0.6153 0.5725
H 1.2445 1.5964 0.8787
H 0.9098 -0.1254 0.9220
H -2.0545 -0.7786 1.9791
H 0.0511 -0.2956 -2.2847
H 2.2159 1.0136 -1.5481
H 2.5246 0.5161 1.1614
H -0.4865 -0.1398 -0.5981
H -2.1905 -2.2640 2.8883
H 1.9251 -0.6870 -1.0993
```

Summary:
* highest occupied orbital energy: -0.2541 Ha
* net charge: 0
* multiplicity: 1
* LUMO level: -3.649 eV


Arrangement 3

Molecular formula: C4H9NOS
Method: DFT, ωB97M-V/def2-TZVPD

The geometry in XYZ format:
```
16
Properties=species:S:1:pos:R:3
S -0.8608 -0.1784 1.2522
O 1.2741 -0.3265 -0.4466
N -1.5620 -0.2747 -0.2053
C 1.5407 -1.5785 0.0121
C 0.6135 0.5165 0.5707
C -2.8633 -0.3584 -0.5156
C 0.5492 1.9679 -0.0472
H 1.6903 2.3821 -0.0573
H -3.4912 -0.6872 0.3372
H 1.0793 0.4729 1.4073
H -0.2916 2.6573 0.3792
H 1.7960 -2.2987 -0.8859
H -3.1456 -0.3735 -1.7169
H 0.8125 -2.1788 0.6502
H 2.3554 -1.5088 0.7143
H 0.5037 1.7669 -1.4484
```

Summary:
* highest occupied orbital energy: -0.3225 Ha
* net charge: 0
* multiplicity: 1
* LUMO level: 0.675 eV


Arrangement 4

Molecular formula: C4H9NOS
Method: DFT, ωB97M-V/def2-TZVPD

The geometry in XYZ format:
```
16
Properties=species:S:1:pos:R:3
S 2.6165 -1.1606 0.0883
O 0.8810 1.5711 0.0658
N -1.5281 -0.1030 -0.0953
C -0.3109 -0.6585 0.4594
C 0.8467 0.5037 0.6726
C -1.7365 1.3586 0.0660
C 0.8370 -1.2973 -0.4947
H 1.1501 0.6081 1.7454
H -1.6311 -0.3906 -1.0574
H 3.0392 -1.2174 -1.1676
H -0.3947 -1.2595 1.3549
H -1.2407 1.8971 -0.7326
H -2.8157 1.5328 0.1193
H -1.2334 1.6945 0.9894
H 0.7870 -0.7073 -1.4015
H 0.7336 -2.3718 -0.6120
```

Summary:
* SMILES: CN[C@H](C=O)CS
* highest occupied orbital energy: -0.3192 Ha
* net charge: 0
* multiplicity: 1
* LUMO level: 0.556 eV


Energetically preferred structure: arrangement 1 | next structure: +209.5 kJ/mol


Arrangement 1

Molecular formula: C4H9NOS
Method: DFT, ωB97M-V/def2-TZVPD

The geometry in XYZ format:
```
16
Properties=species:S:1:pos:R:3
S -1.7110 1.6986 0.9852
O -1.3347 2.9351 0.3410
N -1.9783 0.6908 -0.3910
C -0.2994 0.5511 1.3498
C 1.3305 -0.3901 -0.7072
C 1.4498 -1.8427 -0.6571
C 0.6924 0.4937 0.0471
H 0.6055 -2.2821 -0.0355
H 1.9300 -0.0032 -1.4754
H -2.6551 1.2128 -0.9868
H -2.4073 -0.1390 -0.0237
H 1.4464 -2.2637 -1.6434
H -0.7139 -0.4582 1.3566
H 2.3157 -2.3657 -0.1783
H 0.3725 0.6906 2.2253
H 0.9571 1.4719 -0.2066
```

Summary:
* highest occupied orbital energy: -0.3385 Ha
* net charge: 0
* multiplicity: 1
* LUMO level: 0.685 eV


Arrangement 2

Molecular formula: C4H9NOS
Method: DFT, ωB97M-V/def2-TZVPD

The geometry in XYZ format:
```
16
Properties=species:S:1:pos:R:3
S 0.5083 2.6038 -0.4020
O -1.7331 -1.4644 1.6509
N 1.3255 -1.3369 0.2046
C -0.2822 1.1190 -1.3689
C -0.7061 -0.0723 -0.5795
C 0.1735 -0.4995 0.5961
C -0.5547 -1.2226 1.7050
H -0.9683 -0.8790 -1.3361
H 1.2457 -1.7619 -0.7167
H -1.0856 1.5153 -2.0215
H 0.6273 2.9383 0.9229
H 2.0617 -0.6850 -0.1565
H 0.0330 -1.6755 2.5818
H -1.7424 0.1382 -0.2216
H 0.5258 0.3894 1.1674
H 0.5716 0.8930 -2.0260
```

Summary:
* SMILES: N[C@H](C=O)CCS
* highest occupied orbital energy: -0.3398 Ha
* net charge: 0
* multiplicity: 1
* LUMO level: 0.352 eV


Energetically preferred structure: arrangement 2 | next structure: +58.1 kJ/mol


Arrangement 1

Molecular formula: C35H48BrCaGeN8O5S
Method: DFT, ωB97M-V/def2-TZVPD

The geometry in XYZ format:
```
100
Properties=species:S:1:pos:R:3
Br -0.2888 1.2924 3.2552
Ge -2.8337 2.1992 1.2806
Ca -1.3020 -1.3339 0.7744
S -3.2552 -2.8253 3.8853
O -1.4310 -1.7631 -1.4033
O -2.4332 -2.1457 -3.9711
O -2.6599 -2.9268 0.0223
O 0.4116 -2.6067 1.1476
O 1.7051 -4.3752 2.2896
N 1.4875 -0.2230 1.3320
N 2.1511 -1.1408 0.6733
N -1.1416 -4.3777 3.4502
N 1.0841 0.3639 -4.2057
N -0.7485 -2.3796 4.5435
N -0.8184 1.7538 -3.5837
N 1.4489 2.5389 -3.1626
N 0.5383 0.6938 -1.8555
C -6.1137 -1.8439 -2.0720
C 4.5607 4.2431 0.5252
C 1.9279 1.5568 -4.1399
C 3.3015 -3.6078 -0.8916
C -0.2785 0.7930 -4.5467
C 1.3944 1.8774 -1.8527
C 2.4400 -3.5127 0.1909
C -3.9267 2.9727 -0.1831
C 3.4326 3.5874 0.9937
C -4.9599 -2.0862 -1.3438
C 0.0756 2.9080 -3.5310
C 2.0669 0.8567 1.7085
C 4.8861 5.2298 2.6850
C -1.0031 2.9345 0.9817
C 1.8297 3.0574 2.8605
C 1.4445 -2.3760 0.2481
C 1.3857 1.8416 2.5278
C 1.0375 -0.2416 -2.8664
C -4.7997 -1.7969 -4.0822
C -1.6208 -3.2216 3.9554
C -2.5099 -2.3384 -1.0742
C -3.4445 3.0729 2.9483
C -3.7162 -2.1725 -1.9601
C -3.6423 -2.0302 -3.3464
C 3.7571 4.5767 3.1506
C -6.0275 -1.6977 -3.4483
C 2.5064 -4.4549 1.2514
C 5.2997 5.0589 1.3701
C 3.4750 -5.4709 1.1467
C -0.8178 1.1068 -2.2630
C 4.2606 -4.6072 -0.9675
C -2.9732 0.2785 1.2959
C 0.6301 -2.6528 4.9048
C 4.3332 -5.5366 0.0654
C 3.0224 3.7250 2.3211
H -3.4099 -0.0167 2.2588
H -4.4733 2.7821 3.1672
H -3.6578 2.5174 -1.1396
H 2.0494 -0.5568 -2.5929
H -0.2648 1.2500 -5.5400
H 3.4362 4.7183 4.1760
H 3.5278 -6.1992 1.9469
H -0.9248 -0.0861 -4.5583
H -2.5789 -2.0912 -4.9226
H 3.2075 -2.8900 -1.7028
H 3.1213 1.0368 1.4903
H -6.9159 -1.5038 -4.0362
H -0.3054 2.1250 0.7537
H 3.0930 -0.9714 0.3395
H 1.0164 2.5871 -1.1152
H 0.3781 -1.1104 -2.8891
H -1.4446 0.2189 -2.2966
H -0.3065 3.6170 -2.7934
H 2.9441 1.2583 -3.8693
H 1.2684 3.6141 3.6011
H 1.0199 -2.1917 -0.7472
H 0.8218 -3.3966 1.7748
H 6.1816 5.5686 1.0041
H -4.9927 -2.2045 -0.2685
H -7.0680 -1.7654 -1.5691
H -0.9962 3.6478 0.1525
H 0.0952 3.3936 -4.5102
H 1.1539 -3.1937 4.1205
H -3.7429 0.0567 0.5376
H 5.0693 -6.3309 0.0175
H -3.7987 4.0546 -0.2684
H 4.9269 -4.6689 -1.8177
H 5.4431 5.8781 3.3498
H -3.3990 4.1616 2.8666
H 2.8374 2.9940 0.3130
H -1.2148 1.8036 -1.5252
H -4.9812 2.7593 0.0027
H -1.7745 -4.8563 2.8307
H 0.6942 -3.2323 5.8316
H 1.1363 -1.6997 5.0470
H -0.6394 3.4529 1.8705
H 4.8520 4.1273 -0.5114
H -4.7301 -1.6874 -5.1601
H -1.1966 -1.5867 4.9724
H -0.1517 -4.5269 3.2887
H -2.8182 2.7635 3.7870
H 2.4112 1.5791 -1.5746
H 1.9528 2.0271 -5.1265
```

Summary:
* highest occupied orbital energy: -0.1654 Ha
* net charge: -1
* multiplicity: 1
* LUMO level: 2.186 eV


Arrangement 2

Molecular formula: C35H48BrCaGeN8O5S
Method: DFT, ωB97M-V/def2-TZVPD

The geometry in XYZ format:
```
100
Properties=species:S:1:pos:R:3
Br 2.0403 0.3161 0.0946
Ge 4.0827 1.1925 -2.3765
Ca -0.9119 0.2684 -0.4205
S 0.2969 -3.5630 0.0360
O -2.9051 -0.4457 0.1070
O -1.8248 2.8883 1.3612
O -3.0060 -3.3671 0.0784
O 0.6669 3.3531 -1.9672
O -1.1702 2.4150 -1.1085
N 2.5789 -3.8443 -1.3152
N -1.2673 -0.6058 -2.8137
N -3.2822 -0.4056 -4.1854
N -2.2858 -2.5901 -3.8020
N -1.9585 -1.3249 2.0641
N 2.7127 -2.7423 0.6983
N -0.8621 -0.4892 1.8868
N -1.1434 -0.9653 -5.2146
C 0.0928 -0.5210 2.7457
C 3.7241 2.8495 -3.3364
C -1.4499 -2.3814 -4.9831
C -3.5295 -1.8342 -3.9734
C -0.5076 1.8425 6.3064
C 0.9918 4.5785 2.8745
C -0.2329 3.9654 2.7056
C -0.4561 -0.4453 -4.0289
C -6.1961 -3.8771 1.8027
C 2.1966 1.9342 5.7655
C 0.3664 2.3095 7.2797
C 2.3993 0.3179 -1.9059
C -5.0785 -4.1120 1.0117
C 0.2259 3.6872 0.3434
C 1.9430 -3.3630 -0.2086
C 1.3343 1.4416 4.7815
C -4.2212 -1.9046 1.5134
C -2.5487 0.1115 -3.0314
C -4.0975 -3.1389 0.8620
C 5.1397 1.5587 -0.7764
C 4.1043 -2.3957 0.5036
C 1.3281 0.1894 2.5801
C 1.8899 0.9928 3.4856
C 5.1144 -0.0336 -3.5099
C -0.0949 3.1457 -1.0267
C -1.5809 -2.0452 -2.6412
C -2.4208 -0.2545 -5.3598
C -0.0324 1.4197 5.0738
C -5.3494 -1.6962 2.2911
C 1.7263 2.3576 6.9984
C -6.3399 -2.6617 2.4474
C 1.4504 4.3224 0.5409
C 1.8441 4.7665 1.7890
C -3.1745 -0.8047 1.3885
C -0.6236 3.5078 1.4462
H 2.8070 5.2430 1.9251
H 2.1981 -2.2160 1.3952
H -0.0076 2.6430 8.2400
H 2.8837 1.4004 3.2821
H -2.9958 -4.2927 -0.1897
H -4.0703 -2.2311 -4.8365
H -0.6494 -2.5935 -2.4902
H -1.9742 2.6939 0.4084
H 5.2847 -0.9838 -2.9984
H -0.8990 3.8005 3.5418
H -4.1410 -1.9571 -3.0778
H -6.9505 -4.6479 1.9065
H 2.0907 4.4396 -0.3243
H 0.0074 -1.2137 3.5987
H 2.4226 2.7286 7.7422
H 0.4861 -0.9824 -3.9007
H 6.1074 1.9722 -1.0674
H -4.9642 -5.0631 0.4998
H -1.9674 -2.7749 -5.8618
H 4.5836 -0.2339 -4.4428
H 3.4787 2.6439 -4.3806
H 2.8702 3.3529 -2.8752
H -0.2418 0.6169 -4.1701
H -0.5128 -2.9284 -4.8542
H 3.4422 -3.4284 -1.6227
H -2.3324 1.1710 -3.1774
H 3.2590 1.9791 5.5483
H -5.4487 -0.7366 2.7887
H -3.5638 0.0615 1.9631
H -2.2173 0.8067 -5.5147
H 4.4917 -1.9975 1.4383
H 4.2354 -1.6257 -0.2644
H 6.0863 0.4011 -3.7529
H -3.1624 -0.0059 -2.1338
H -2.1972 -2.1606 -1.7469
H 4.5948 3.5067 -3.3094
H -1.5740 1.8206 6.5003
H 5.3046 0.6516 -0.1924
H -0.7314 1.1035 4.3096
H -2.1075 -1.5841 3.0347
H 1.9642 -4.2039 -2.0250
H 4.6878 -3.2799 0.2402
H 1.2909 4.8995 3.8661
H 2.3853 -0.7324 -2.2023
H 4.6218 2.2785 -0.1406
H 1.5737 0.8493 -2.3804
H -2.9393 -0.6473 -6.2377
H -7.2079 -2.4626 3.0632
```

Summary:
* highest occupied orbital energy: -0.1366 Ha
* net charge: -1
* multiplicity: 1
* LUMO level: 2.169 eV


Energetically preferred structure: arrangement 2 | next structure: +49.2 kJ/mol


Arrangement 1

Molecular formula: C2H5NP2
Method: DFT, ωB97M-V/def2-TZVPD

The geometry in XYZ format:
```
10
Properties=species:S:1:pos:R:3
P 2.2261 0.6894 0.0511
P 0.1912 -0.0463 0.3422
N 3.0881 -0.7974 -0.1171
C -1.3028 0.1131 -0.2533
C -2.7027 0.4085 0.0416
H 3.8232 -0.8656 -0.7672
H -3.1226 0.5324 -1.0347
H -2.9318 -0.3713 0.7067
H -2.7893 1.4596 0.3343
H 3.5206 -1.1223 0.6963
```

Summary:
* highest occupied orbital energy (spin up / spin down): -0.2388 / -0.3187 Ha
* net charge: 0
* multiplicity: 3
* LUMO level (spin up / spin down): 0.072 / -1.459 eV
* <S²>: 2.0531


Arrangement 2

Molecular formula: C2H5NP2
Method: DFT, ωB97M-V/def2-TZVPD

The geometry in XYZ format:
```
10
Properties=species:S:1:pos:R:3
P -0.4268 -1.1134 -0.0523
P -3.3965 0.0949 -0.1444
N 0.8539 -0.2502 -0.2104
C -1.7400 0.4268 -0.1285
C 2.2510 -0.4448 -0.0690
H -1.3844 1.4496 0.1586
H -3.9311 1.4424 0.3190
H 2.6342 -0.1300 0.9429
H 2.4366 -1.4625 0.0319
H 2.7032 -0.0127 -0.8477
```

Summary:
* highest occupied orbital energy (spin up / spin down): -0.2385 / -0.3446 Ha
* net charge: 0
* multiplicity: 3
* LUMO level (spin up / spin down): 0.178 / -2.085 eV
* <S²>: 2.0257


Energetically preferred structure: arrangement 2 | next structure: +9.8 kJ/mol